C7H28ClO7 as an isolated structure. Source: OMol25; level of theory: ωB97M-V/def2-TZVPD.

Each line ends with the Mulliken charge.
Element x y z (Å)
H 12.429171 -9.046199 20.276478  0.258
H 10.067392 -9.925219 22.776995  -0.398
C 10.479969 -9.559165 26.852097  -0.708
H 8.500571 -8.586565 26.504532  0.166
H 10.805431 -8.760464 22.613115  -0.451
H 7.520530 -9.083544 25.166611  0.284
C 7.773082 -8.219153 25.780735  -1.013
H 13.104885 -8.564353 21.847997  0.272
H 7.826682 -9.453935 20.201673  0.404
O 10.415421 -8.314391 26.212830  -0.738
H 10.211885 -8.464975 25.286813  0.391
O 11.036029 -8.544981 21.706480  -0.415
H 9.515003 -10.063346 26.799831  0.381
O 8.166368 -7.201272 24.896250  -0.717
O 10.436480 -10.803394 22.657939  -0.508
H 6.877766 -7.836374 26.270612  0.470
H 12.161736 -5.717430 24.616887  0.272
H 8.593402 -9.516224 23.778695  0.895
O 8.668394 -8.237252 21.557260  -0.613
H 9.049586 -11.698289 24.477868  0.296
C 8.329039 -9.572540 21.161708  -0.648
C 12.285942 -9.089253 21.356179  -0.834
H 8.894916 -7.609753 24.423002  0.540
H 12.394013 -7.041030 23.373847  0.025
H 10.550448 -10.727881 24.680607  -0.171
Cl 9.840504 -8.464294 23.766371  -0.186
H 9.184132 -10.226846 20.991962  0.143
C 11.969024 -6.063429 23.601378  -0.610
H 9.215264 -8.377909 22.333632  1.787
H 7.686559 -10.080828 21.880715  0.258
H 7.399081 -11.858794 24.847108  0.411
H 8.415633 -10.633394 25.681102  0.042
H 11.290440 -12.225658 23.985680  0.387
H 12.380251 -10.149444 21.591149  0.260
O 10.534129 -6.146007 23.476588  -0.675
H 10.727215 -9.450249 27.908082  0.326
C 8.172754 -11.100493 24.726680  -0.747
H 10.297160 -7.040383 23.732567  0.587
C 11.086994 -11.164985 23.838485  -0.489
H 12.499609 -5.427545 22.892693  0.297
H 12.079799 -10.729573 23.725117  0.319
H 11.184218 -10.197975 26.319129  0.205
O 7.889444 -10.167919 23.742024  -0.757

Cartesian forces (eV/Å) of the 2 atoms listed first:
H -0.090 0.372 -0.088
H -0.110 -1.530 -0.291

**DFT total energy**: -34558.1907 eV
**Charge**: -1
**Gap between HOMO and LUMO**: 8.624 eV
**HOMO**: -5.455 eV
**LUMO level**: 3.17 eV


A 8-piece molecular cluster, C7H28F2N15O11S2 overall. Source: OMol25; level of theory: ωB97M-V/def2-TZVPD.

Each line ends with the Mulliken charge.
Element x y z (Å)
H 1.952379 -2.317377 1.708982  0.096
S 0.823165 0.252452 1.845500  0.896
N 2.352379 -3.145511 1.297218  -0.204
N 1.495723 -2.626089 6.672912  -0.393
H -0.232018 -1.239364 4.286734  0.265
C -2.878746 2.855546 1.823428  0.601
O -3.217580 2.286218 2.846243  -0.651
H -3.668534 1.536435 0.486238  0.035
H -1.460714 -2.276931 -2.073216  0.168
H 0.935635 3.337205 -0.596628  0.242
C 1.163265 -1.574623 5.860206  0.620
H -3.979271 -1.735057 -1.429650  0.196
N -3.116941 2.369816 0.564739  -0.245
N 1.642739 4.067322 -0.582245  -0.198
O -5.617748 0.920263 -1.774513  -0.648
H -2.823416 -2.649897 -3.058079  0.180
H 1.452568 -1.631259 -0.434745  0.277
H 4.617891 0.436823 0.668250  0.135
C -5.447598 -0.286793 -1.694871  0.595
H -0.100247 -2.814569 4.984174  0.176
N -6.401792 -1.252894 -1.782382  -0.401
H -1.699755 4.146789 0.881962  0.172
N 1.678472 4.056274 -2.857615  -0.310
H 2.244456 -2.552607 7.332573  0.215
H 1.902655 4.467638 0.298682  0.178
C 4.235921 0.529525 -1.351163  0.422
C 2.446948 -3.413100 -0.033292  0.423
H 0.760103 -2.414799 -4.773753  0.176
H 2.942552 0.343570 0.268798  0.466
C -1.083549 -2.723045 -4.079829  0.454
H 2.759787 -3.797075 1.941249  0.169
H -3.414687 -0.124064 -1.681744  0.111
F 2.324485 -0.051611 2.287558  -0.328
O 1.793313 -0.530011 5.832431  -0.621
N -1.860938 -2.374827 -2.990879  -0.192
O -1.528596 -3.248522 -5.078979  -0.665
H 2.216555 0.427839 -1.710775  0.074
H -1.583842 4.295223 2.634017  0.233
H 2.009373 4.464861 -3.710179  0.191
N 3.113128 0.585622 -2.142141  -0.185
H 3.163158 0.523662 -3.140308  0.178
N 1.851889 -2.482921 -0.842423  -0.099
N -4.175754 -0.776708 -1.645638  -0.234
H 1.468612 3.078336 -2.793574  0.182
N 0.101361 -1.830565 5.041941  -0.320
O 3.045081 -4.388102 -0.462531  -0.717
N 0.210658 -2.298317 -3.942621  -0.295
H -3.074033 3.043098 -0.178677  0.178
F -0.166988 0.415942 -1.807554  -0.423
N -2.018711 3.936036 1.809877  -0.355
N 3.903511 0.415672 -0.034209  -0.177
S -0.403499 0.677814 -0.230795  0.910
N 1.053908 -0.053646 0.263052  -0.302
O 5.371388 0.652852 -1.764870  -0.700
H -6.166588 -2.209559 -1.961932  0.173
H 0.549754 -2.000692 -3.050098  0.259
O -1.658612 0.015617 -0.101173  -0.549
O 0.683239 1.590074 2.305255  -0.583
H -7.348809 -0.960383 -1.936779  0.238
H 2.159768 -2.564559 -1.794974  0.174
O 0.118860 -0.814448 2.501318  -0.656
H 0.896098 -3.427967 6.723321  0.152
O 2.186754 5.962317 -1.728191  -0.684
C 1.816791 4.795847 -1.731405  0.530
O -0.315356 2.101213 -0.182213  -0.609

Cartesian forces (eV/Å) of the 2 atoms listed first:
H -0.047 -0.101 -0.316
S 2.686 -1.218 3.208

**DFT total energy**: -79701.5131 eV
**Charge**: -1
**Gap between HOMO and LUMO**: 9.475 eV
**HOMO**: -7.468 eV
**LUMO level**: 2.01 eV


C7H28FHfN14O7 as an isolated structure. Source: OMol25; level of theory: ωB97M-V/def2-TZVPD.

Each line ends with the Mulliken charge.
Element x y z (Å)
H 1.473618 1.407007 2.165598  0.111
H 2.785678 -3.803533 2.071068  0.145
H -3.945452 3.676847 0.200768  0.293
H 0.227708 -2.115303 0.729378  0.015
O -0.410732 -0.047793 4.132778  -0.646
H -4.075972 -3.824843 0.005638  0.179
C 1.812628 -3.178283 0.369188  0.696
O 1.760228 -3.100853 -0.847912  -0.736
C -3.902952 -1.876303 -0.372012  0.650
N -4.553382 -2.957843 -0.195622  -0.446
H -3.815122 3.044937 1.835098  0.211
H 3.566548 -4.229433 0.594498  0.265
N -1.046232 -1.986173 -4.570542  -0.289
H 1.741998 2.133157 4.062248  0.160
H 0.986808 -2.238613 -2.395712  0.170
H -2.671962 -2.818503 0.773748  0.188
O -2.410362 2.028837 -0.712022  -0.726
N 0.881768 0.654087 2.486408  -0.166
N 0.401678 -2.458863 -3.188942  -0.242
H 4.031558 2.009897 -2.668322  0.304
H -5.517212 -2.931923 -0.496402  0.237
H 2.258718 -0.977293 -0.887792  -0.140
C 0.357258 0.741617 3.658178  0.654
O 1.800738 1.218347 -2.196922  -0.559
F -0.409812 -0.093873 -0.545182  0.324
H -0.997882 -2.984923 -4.712882  0.184
N -2.440112 1.187277 1.337378  -0.134
H 0.534198 -0.103423 1.915908  -0.064
C -0.239422 -1.491783 -3.812112  0.704
O 0.316328 2.658957 -0.376532  -0.216
H -2.616762 1.463187 2.292768  0.281
H -2.162202 -1.181713 0.290988  0.016
H 0.717758 1.568337 5.362228  0.278
N 1.027998 -2.525553 1.189088  -0.233
O -4.343242 -1.063103 -1.131932  -0.649
H 2.619228 3.734137 -0.574772  0.200
H 2.281608 4.410977 1.049148  0.188
O -0.138092 -0.327283 -3.456612  -0.806
H 4.969018 0.655047 -1.939272  0.201
H 1.089318 -2.732233 2.175808  0.189
N -2.855152 -1.912623 0.366428  -0.313
N 3.047088 -0.492403 -1.292082  -0.131
H -1.566662 0.701767 1.190848  -0.133
C 0.819218 3.403037 0.348268  0.587
H -1.619332 -1.382683 -5.142802  0.242
N 0.905298 1.661177 4.374148  -0.376
N 4.135048 1.212437 -2.057212  -0.375
C -2.783642 2.113917 0.425558  0.628
N 2.024858 3.881217 0.228458  -0.358
N -3.510822 3.060047 0.872148  -0.298
Hf -0.586912 1.574097 -2.144052  2.088
H 0.644208 4.594917 1.950048  0.214
H 0.334068 -3.370013 -3.619442  0.247
H 3.938508 -0.952503 -1.409482  0.263
N 0.117078 3.981077 1.345528  -0.334
H -0.702492 3.529457 1.725608  0.177
N 2.755228 -3.851723 1.062678  -0.458
C 2.958908 0.705597 -1.841052  0.538

Cartesian forces (eV/Å) of the 2 atoms listed first:
H -0.058 -0.696 -0.420
H 0.116 -0.160 -0.289

**DFT total energy**: -46910.4854 eV
**Charge**: +3
**Gap between HOMO and LUMO**: 3.856 eV
**HOMO**: -15.930 eV
**LUMO level**: -12.07 eV


C7H28HfN16O13 as an isolated structure. Source: OMol25; level of theory: ωB97M-V/def2-TZVPD.

Each line ends with the Mulliken charge.
Element x y z (Å)
C -39.962071 -2.029884 -13.378483  0.754
N -41.072228 -5.203805 -11.105862  -0.166
H -38.088101 -1.584516 -13.542358  -0.112
H -39.103968 -7.423346 -12.056021  0.207
C -35.507937 -5.289005 -14.652540  0.442
H -41.981742 -5.000140 -10.716777  0.234
H -35.211192 -8.750231 -9.757487  0.233
N -38.397077 -5.506198 -9.018909  0.586
C -40.645532 -6.440327 -11.165147  0.600
H -34.222811 -5.161854 -16.107912  0.189
C -34.312703 -4.171835 -8.750247  0.511
H -35.393000 -6.397920 -12.564087  0.161
H -36.539298 -6.603211 -11.228624  -0.220
H -35.614173 -6.207126 -16.437199  0.296
H -36.089129 -2.855127 -15.053473  0.491
O -36.999226 -4.138523 -11.853931  -0.324
O -36.863725 -2.489319 -10.656063  0.118
O -37.600440 -6.129230 -9.623770  -0.447
C -37.787538 0.918231 -11.045603  0.701
H -36.509801 -0.246056 -12.056931  0.110
N -33.226167 -4.040797 -8.130711  -0.438
N -40.980122 -1.971713 -14.077127  -0.375
O -40.016953 -2.597294 -12.296272  -0.792
C -36.628785 -1.815109 -16.740488  0.486
H -36.868836 -3.102420 -18.283550  0.207
H -33.500032 -5.891204 -9.060273  0.257
H -40.693069 -4.567761 -11.792724  0.158
N -36.088058 -1.965337 -15.531362  -0.438
N -34.246867 -5.284945 -9.368157  -0.211
H -38.562527 2.203057 -12.316767  0.215
N -36.719337 -2.948702 -11.746479  0.837
O -36.327320 -2.314296 -12.694523  -0.656
H -33.852039 -4.409016 -14.230960  0.306
N -35.818129 -6.958921 -11.839761  0.115
O -36.701829 -5.525028 -14.357065  -0.583
O -38.062884 0.201337 -10.061230  -0.571
H -36.705740 1.333330 -12.692776  0.217
O -35.244531 -3.376163 -8.660453  -0.669
H -39.222098 -1.106168 -14.820749  0.199
C -35.225551 -7.970067 -11.437214  0.608
H -41.022711 -1.443167 -14.936727  0.132
N -34.645474 -4.881167 -13.821534  -0.294
H -41.849292 -2.286980 -13.670614  0.261
H -39.033580 -5.682565 -12.190386  -0.007
H -35.030287 -5.651914 -9.889396  0.291
N -36.551550 -2.980187 -17.332500  -0.266
H -33.210688 -3.049065 -7.940083  0.281
N -38.449729 1.960037 -11.342946  -0.431
O -41.191655 -7.447040 -10.753339  -0.561
H -32.422367 -4.533418 -8.493096  0.244
H -36.120135 -3.718879 -16.795552  0.218
H -35.111829 -4.596961 -12.971930  0.104
H -39.081533 2.300874 -10.632495  0.247
O -38.213707 -4.281238 -8.935312  -0.427
O -34.139285 -8.357016 -11.820557  -0.676
N -36.892037 0.681943 -11.943714  -0.278
N -39.507092 -6.515816 -11.871670  -0.149
H -36.721980 -7.994816 -9.977407  0.256
N -39.022902 -1.391774 -13.872667  -0.146
O -36.927731 -0.765768 -17.218257  -0.633
N -35.884576 -8.364741 -10.404044  -0.410
Hf -37.227003 -2.172106 -8.219340  1.828
H -36.233948 -1.121957 -14.995146  0.077
N -35.050735 -5.655393 -15.806149  -0.394
O -39.324881 -6.046220 -8.367320  -0.500

Cartesian forces (eV/Å) of the 2 atoms listed first:
C -1.021 -2.712 5.327
N -1.449 2.406 0.664

**DFT total energy**: -59449.6130 eV
**Charge**: +2
**Gap between HOMO and LUMO**: 2.329 eV
**HOMO**: -13.919 eV
**LUMO level**: -11.59 eV


> Number 4 is which compound?

C7H28HfN16O13